(1)
Density functional theory data (wB97M-V/def2-TZVPD) for a cluster of 2 separate species, C33H42N2O5 in total.

Each line ends with the Mulliken charge.
Element x y z (Å)
C1 0.7785 2.4964 -5.8873  -1.40
C2 0.3054 1.2005 -5.2438  -0.03
C3 1.2038 0.0094 -5.5378  -0.47
C4 0.7617 -1.2588 -4.7863  -0.77
C5 0.6355 -1.1189 -3.3131  0.52
C6 -0.5149 -1.6611 -2.6271  -0.11
O1 -0.8250 -1.5610 -1.4531  -0.62
O2 -1.2872 -2.3531 -3.5217  -0.23
C7 -2.2989 -3.1655 -2.8913  0.36
C8 -3.0221 -3.9891 -3.9328  -1.44
C9 1.8069 -0.7372 -2.5316  0.47
O3 1.8747 -0.6097 -1.3194  -0.77
O4 2.8904 -0.5631 -3.3454  -0.21
C10 4.1011 -0.3065 -2.6217  -0.23
C11 5.2934 -0.2846 -3.5521  -1.22
H1 0.0751 3.2945 -5.6522  0.39
H2 1.7613 2.7914 -5.5134  0.30
H3 0.8344 2.4140 -6.9743  0.33
H4 0.2519 1.3180 -4.1541  0.15
H5 -0.7128 0.9629 -5.5806  0.26
H6 1.2205 -0.2013 -6.6169  0.45
H7 2.2394 0.2141 -5.2433  0.11
H8 -0.2094 -1.5930 -5.1677  0.23
H9 1.4947 -2.0576 -4.9850  0.23
H10 -1.8113 -3.8161 -2.1527  0.30
H11 -2.9894 -2.5024 -2.3550  -0.14
H12 -3.8055 -4.5686 -3.4360  0.40
H13 -3.4930 -3.3646 -4.6994  0.30
H14 -2.3512 -4.6980 -4.4296  0.34
H15 4.0041 0.6515 -2.0965  0.30
H16 4.2309 -1.0902 -1.8682  0.29
H17 6.1971 -0.0789 -2.9678  0.39
H18 5.4433 -1.2467 -4.0559  0.29
H19 5.2074 0.4917 -4.3214  0.29
C12 3.3136 5.0536 4.8768  -1.44
C13 2.5902 3.7424 4.7196  0.74
C14 1.2218 3.6440 4.9908  -0.91
C15 0.5384 2.4243 4.8895  1.46
C16 -0.9185 2.3347 5.1937  -1.82
C17 1.2363 1.2854 4.4819  -0.29
N1 0.5811 0.0106 4.4319  0.70
C18 -0.4444 -0.3646 3.5915  -0.07
C19 -0.7644 0.3591 2.3566  0.85
C20 -2.0713 0.0703 1.7632  -1.86
C21 -2.2904 0.1827 0.4320  0.41
C22 -3.5624 -0.1484 -0.1745  1.11
C23 -3.7733 0.0416 -1.5608  -0.46
C24 -4.9256 -0.4070 -2.1850  -0.48
C25 -5.9297 -1.0561 -1.4419  -0.42
C26 -5.7766 -1.1831 -0.0565  -0.63
C27 -4.6312 -0.7097 0.5800  -0.51
O5 0.0747 1.1181 1.8383  -0.60
N2 -0.6579 -1.6810 3.7911  0.18
C28 -1.5570 -2.5521 3.0462  -0.77
C29 0.1591 -2.1322 4.8208  -0.79
C30 0.9193 -1.0957 5.2151  -0.40
C31 2.5907 1.3637 4.1599  0.84
C32 3.2970 0.1573 3.6401  -1.39
C33 3.2542 2.5912 4.2895  -1.15
H20 4.3869 4.9479 4.6948  0.36
H21 2.9383 5.8121 4.1790  0.32
H22 3.1926 5.4679 5.8850  0.34
H23 0.6653 4.5343 5.2900  0.45
H24 -1.1932 1.3362 5.5468  0.33
H25 -1.1857 3.0559 5.9739  0.55
H26 -1.5272 2.5563 4.3059  0.28
H27 -2.8433 -0.2650 2.4587  0.55
H28 -1.5005 0.5190 -0.2385  0.34
H29 -2.9805 0.5387 -2.1365  0.31
H30 -5.0563 -0.2564 -3.2617  0.38
H31 -6.8190 -1.4374 -1.9402  0.40
H32 -6.5720 -1.6521 0.5335  0.37
H33 -4.5486 -0.7962 1.6657  0.29
H34 -1.2935 -3.5973 3.2540  0.30
H35 -2.6026 -2.4014 3.3500  0.32
H36 -1.4779 -2.3811 1.9649  0.37
H37 0.1647 -3.1579 5.1460  0.46
H38 1.7031 -1.0650 5.9485  0.59
H39 4.2944 0.4348 3.2841  0.42
H40 3.4227 -0.6122 4.4130  0.32
H41 2.7536 -0.2848 2.7939  0.28
H42 4.3143 2.6361 4.0339  0.31

For the relative energy (zero: lowest compared OMol25 entry of this formula, charge and spin), the calculation gives 5.5 kcal/mol. The total energy is -1768.30401 Ha. The calculation puts the HOMO energy at -0.1840 Ha. The net charge is 0. Its gap between HOMO and LUMO is 0.1240 hartree.

(2)
Density functional theory data (wB97M-V/def2-TZVPD) for a structure of composition C33H42N3NaO2.

Each line ends with the Mulliken charge.
Element x y z (Å)
Na1 -0.7203 0.7317 -0.5219  0.28
C1 0.4217 -0.0175 3.9847  -2.46
C2 0.2177 -1.2212 3.0968  1.67
C3 -1.0539 -1.7287 2.8354  0.95
C4 -2.2754 -1.2085 3.5533  -2.40
C5 -1.2222 -2.7320 1.8728  2.09
C6 -2.6140 -3.1732 1.4960  -2.85
C7 -0.1142 -3.2534 1.2088  0.65
C8 -0.2975 -4.3272 0.1678  -2.45
C9 1.1619 -2.7411 1.4658  1.95
C10 2.3257 -3.1917 0.6179  -2.86
C11 1.3304 -1.7531 2.4333  0.68
C12 2.6984 -1.1948 2.7297  -2.55
H1 0.8763 -0.2671 4.9505  0.38
H2 -0.5101 0.5053 4.1857  0.43
H3 1.0836 0.6943 3.4885  0.26
H4 -2.9819 -2.0171 3.7472  0.51
H5 -2.8083 -0.4634 2.9577  0.19
H6 -2.0302 -0.7594 4.5149  0.50
H7 -3.0111 -3.9391 2.1756  0.45
H8 -2.6359 -3.5717 0.4847  0.51
H9 -3.2904 -2.3213 1.4904  0.45
H10 0.6102 -4.9144 0.0331  0.47
H11 -0.5692 -3.8866 -0.7969  0.24
H12 -1.0936 -5.0176 0.4519  0.53
H13 2.7833 -4.1196 0.9853  0.42
H14 3.0993 -2.4302 0.5649  0.44
H15 1.9996 -3.3507 -0.4083  0.44
H16 3.4838 -1.9270 2.5475  0.49
H17 2.7835 -0.8818 3.7719  0.51
H18 2.8961 -0.3217 2.1011  0.32
C13 -4.0683 -1.7779 -1.8223  -1.64
C14 -2.6210 -1.4148 -1.4794  1.47
O1 -2.4824 -0.7461 -0.4151  -0.60
C15 -1.6442 -1.8441 -2.3749  -1.47
C16 -0.2324 -1.5337 -2.3815  0.79
C17 0.4878 -1.6791 -3.7058  -1.50
N1 0.3767 -1.1128 -1.3240  0.81
N2 1.7120 -0.7373 -1.4922  -0.59
C18 2.0851 0.1430 -0.5904  -0.22
O2 1.4233 0.7344 0.3128  -0.78
C19 3.5678 0.4633 -0.6619  0.35
C20 4.0773 1.4728 0.1501  -0.19
C21 5.4308 1.7816 0.1412  -0.79
C22 6.3013 1.0805 -0.6803  -0.28
C23 5.8021 0.0699 -1.4966  -0.67
C24 4.4501 -0.2343 -1.4884  -0.25
H19 -4.6272 -0.8529 -1.9846  0.31
H20 -4.5190 -2.2801 -0.9619  0.27
H21 -4.1629 -2.4152 -2.7029  0.37
H22 -2.0149 -2.3238 -3.2753  0.00
H23 -0.1055 -2.2693 -4.4059  0.48
H24 1.4722 -2.1262 -3.5642  0.27
H25 0.6552 -0.6898 -4.1384  0.18
H26 3.3752 2.0016 0.7821  0.41
H27 5.8069 2.5746 0.7794  0.36
H28 7.3603 1.3158 -0.6889  0.35
H29 6.4723 -0.4855 -2.1450  0.36
H30 4.0407 -1.0140 -2.1164  0.42
C25 -2.4035 2.1824 1.8749  -1.00
N3 -1.7445 2.6748 0.6953  1.08
C26 -0.6113 3.5141 1.0102  -1.07
C27 -2.6785 3.2899 -0.2315  -0.87
C28 -2.0844 3.6482 -1.5817  0.78
C29 -2.4644 4.8750 -2.1299  -0.78
C30 -2.0283 5.2454 -3.3958  -0.48
C31 -1.1999 4.3730 -4.0873  -0.61
C32 -0.8194 3.1648 -3.5038  -0.30
C33 -1.2312 2.7291 -2.2324  -0.28
H31 -2.8835 2.9906 2.4671  0.37
H32 -1.6779 1.6830 2.5196  0.00
H33 -3.1660 1.4557 1.5905  0.23
H34 -0.9098 4.4201 1.5773  0.26
H35 -0.1257 3.8216 0.0861  0.33
H36 0.1120 2.9466 1.5981  0.15
H37 -3.1289 4.1978 0.2269  0.16
H38 -3.4902 2.5685 -0.3763  0.37
H39 -3.1076 5.5489 -1.5625  0.25
H40 -2.3224 6.1983 -3.8280  0.32
H41 -0.8427 4.6415 -5.0811  0.34
H42 -0.1547 2.5303 -4.0918  0.26

For the relative energy (zero: lowest compared OMol25 entry of this formula, charge and spin), the calculation gives 1.0 kcal/mol. The total energy is -1759.74377 Ha. The calculation puts the HOMO energy at -0.0222 Ha. The net charge is -2. Its gap between HOMO and LUMO is 0.1675 hartree.

(3)
Density functional theory data (wB97M-V/def2-TZVPD) for a structure of composition C33H42N4Os.

Each line ends with the Mulliken charge.
Element x y z (Å)
Os1 -0.0383 -0.3266 -0.6521  0.38
C1 0.4985 -0.5902 3.6280  -0.98
C2 -0.4064 -1.5954 3.9589  -1.08
C3 -1.1716 -2.1877 2.9721  -0.60
C4 -1.0288 -1.7771 1.6407  1.35
C5 -0.1094 -0.7756 1.3096  -0.43
C6 0.6501 -0.1831 2.3104  -0.31
C7 -1.8579 -2.2436 0.5431  0.92
C8 -2.7730 -3.3122 0.6405  -1.05
C9 -3.5021 -3.6790 -0.4494  -1.29
C10 -3.3620 -2.9749 -1.6724  1.00
C11 -4.1150 -3.3043 -2.8183  -0.88
C12 -3.9712 -2.5878 -3.9769  -0.77
C13 -3.0735 -1.5088 -4.0167  -1.11
C14 -2.3267 -1.1704 -2.9148  -0.14
C15 -2.4475 -1.9038 -1.7246  -0.06
N1 -1.6869 -1.5748 -0.6148  0.89
H1 1.0835 -0.1163 4.4053  0.46
H2 -0.5189 -1.9046 4.9883  0.44
H3 -1.8859 -2.9512 3.2460  0.45
H4 1.3385 0.6263 2.0871  0.45
H5 -2.8743 -3.8383 1.5760  0.55
H6 -4.1966 -4.5078 -0.3940  0.48
H7 -4.8110 -4.1304 -2.7602  0.47
H8 -4.5481 -2.8403 -4.8545  0.46
H9 -2.9794 -0.9304 -4.9260  0.50
H10 -1.6626 -0.3181 -2.9493  0.27
C16 -5.8648 1.9512 -0.9633  -1.62
C17 -4.6072 1.8027 -0.1532  0.17
C18 -4.6316 1.8189 1.2369  -0.88
C19 -3.4747 1.6752 1.9882  0.29
C20 -3.5066 1.6975 3.4919  -1.55
C21 -2.2600 1.5022 1.3250  -0.14
C22 -2.2207 1.4939 -0.0533  -0.78
C23 -3.3817 1.6420 -0.7916  -0.04
N2 -0.9900 1.2208 -0.7937  1.13
C24 -0.4091 2.2984 -1.6965  1.75
C25 0.6912 2.9987 -0.8754  -1.38
C26 -1.4113 3.3658 -2.1337  -1.90
C27 0.1945 1.6219 -2.9271  -2.24
H11 -6.7404 2.0208 -0.3214  0.39
H12 -6.0022 1.1012 -1.6327  0.35
H13 -5.8275 2.8504 -1.5792  0.35
H14 -5.5781 1.9506 1.7467  0.38
H15 -4.5046 1.9228 3.8615  0.40
H16 -2.8214 2.4480 3.8871  0.36
H17 -3.2027 0.7316 3.9003  0.26
H18 -1.3419 1.4295 1.8971  0.73
H19 -3.3497 1.5737 -1.8770  0.64
H20 0.2533 3.5144 -0.0190  0.36
H21 1.2008 3.7391 -1.4933  0.51
H22 1.4232 2.2788 -0.5102  0.13
H23 -1.8892 3.8471 -1.2836  0.39
H24 -2.1789 2.9867 -2.8055  0.36
H25 -0.8478 4.1239 -2.6781  0.55
H26 0.8809 0.8011 -2.6648  0.83
H27 0.7916 2.3425 -3.4855  0.57
H28 -0.5758 1.2419 -3.5964  0.22
C28 3.5572 -0.7521 -4.6294  -1.03
C29 3.7194 -1.7068 -3.4587  -0.77
N3 2.7014 -1.4522 -2.4187  0.35
C30 1.4099 -2.1190 -2.6442  0.22
C31 1.1946 -3.3114 -1.7166  -0.98
C32 2.9450 -0.7063 -1.3626  1.26
C33 4.3279 -0.2051 -1.1025  -1.92
N4 1.9823 -0.3980 -0.4704  0.10
H29 4.3125 -0.9658 -5.3834  0.45
H30 3.6816 0.2826 -4.3095  0.26
H31 2.5786 -0.8539 -5.0999  0.30
H32 4.7102 -1.6281 -3.0215  0.47
H33 3.5908 -2.7436 -3.7715  0.38
H34 1.3957 -2.4359 -3.6868  0.59
H35 0.5796 -1.3853 -2.5881  -0.78
H36 2.0002 -4.0345 -1.8331  0.44
H37 0.2584 -3.8048 -1.9760  0.38
H38 1.1507 -3.0217 -0.6662  0.09
H39 5.0446 -1.0243 -1.0761  0.43
H40 4.3645 0.3230 -0.1536  0.45
H41 4.6326 0.4869 -1.8889  0.35
H42 2.4035 -0.0879 0.4011  -0.06

The total energy is -1591.89097 Ha. The calculation puts the HOMO energy (spin up / spin down) at -0.5030 / -0.5030 Ha. The net charge is +2. Its gap between HOMO and LUMO (spin up / spin down) is 0.2531 / 0.2531 hartree.

Look up the net charge of the second one. -2